1.
The following is a quantum chemistry calculation of a 9-piece molecular cluster, C20H58O12 overall, from the Open Molecules 2025 dataset.

Each line ends with the Mulliken charge.
Geometry (Å):
1 C -3.027 -3.067 3.615  -1.34
2 C -1.530 -2.961 3.461  0.30
3 C -1.099 -1.864 2.510  -0.01
4 O -1.013 -2.684 4.778  -0.59
5 H -3.442 -2.188 4.091  0.24
6 H -3.235 -3.918 4.261  0.39
7 H -3.480 -3.273 2.624  0.34
8 H -1.087 -3.899 3.096  0.34
9 H -1.373 -2.088 1.469  0.36
10 H -0.003 -1.866 2.496  -0.06
11 H -1.464 -0.894 2.893  -0.33
12 H -0.053 -2.627 4.687  0.32
13 C 3.040 -1.469 0.822  -0.56
14 C 3.815 -0.983 1.994  0.44
15 C 3.111 0.197 2.673  -1.07
16 O 3.914 -2.089 2.928  -0.59
17 H 3.534 -2.344 0.421  0.37
18 H 2.876 -0.720 0.044  0.09
19 H 2.056 -1.788 1.173  -0.14
20 H 4.819 -0.670 1.634  0.26
21 H 3.849 0.688 3.334  0.42
22 H 2.217 -0.150 3.198  0.18
23 H 2.692 0.904 1.935  0.23
24 H 4.489 -1.815 3.664  0.32
25 O 0.212 2.878 6.131  -0.56
26 C -0.151 2.371 4.842  0.18
27 C -0.791 3.480 4.024  -0.50
28 O -1.320 2.936 2.805  -0.50
29 H 0.918 2.278 6.381  0.34
30 H 0.723 1.941 4.316  -0.14
31 H -0.860 1.548 4.924  0.22
32 H -0.050 4.213 3.733  0.39
33 H -1.545 3.973 4.666  0.29
34 H -2.071 2.372 3.052  0.24
35 O -0.976 2.417 0.095  -0.31
36 C -0.342 1.125 0.165  0.56
37 C -0.804 0.311 -0.982  -0.08
38 O -0.033 -0.852 -1.104  -0.10
39 H -1.041 2.810 0.974  0.29
40 H 0.738 1.331 0.097  0.16
41 H -0.563 0.544 1.073  -0.31
42 H -0.847 0.866 -1.926  -0.43
43 H -1.821 -0.015 -0.739  0.37
44 H 0.856 -0.616 -1.391  0.00
45 O 5.281 0.770 -2.547  -0.55
46 C 4.530 -0.389 -2.906  -0.51
47 C 3.077 0.067 -3.217  -0.37
48 O 2.426 0.500 -1.976  -0.33
49 H 6.031 0.492 -2.012  0.32
50 H 4.946 -0.798 -3.824  0.39
51 H 4.545 -1.152 -2.122  0.27
52 H 2.527 -0.788 -3.610  0.12
53 H 3.044 0.891 -3.932  0.53
54 H 2.277 1.454 -2.035  0.20
55 C -1.549 3.685 -3.751  -0.77
56 C -2.460 4.391 -2.768  -0.33
57 O -2.980 3.521 -1.783  -0.48
58 H -1.251 4.402 -4.540  0.43
59 H -2.134 2.907 -4.284  0.13
60 H -0.645 3.212 -3.384  0.19
61 H -3.301 4.813 -3.323  0.30
62 H -1.891 5.228 -2.309  0.25
63 H -2.333 3.060 -1.258  0.21
64 C -1.089 -0.230 -4.604  -0.31
65 C -0.789 -1.310 -5.582  -0.51
66 O 0.301 -1.015 -6.410  -0.54
67 H -1.374 0.686 -5.146  0.30
68 H -0.220 0.114 -4.035  -0.10
69 H -1.920 -0.583 -3.986  0.28
70 H -1.680 -1.558 -6.163  0.35
71 H -0.544 -2.257 -5.123  0.22
72 H 0.108 -0.215 -6.894  0.33
73 C -4.351 1.788 1.200  -1.00
74 C -3.961 0.729 2.167  0.45
75 O -3.578 1.398 3.360  -0.70
76 H -5.223 1.522 0.599  0.39
77 H -3.494 2.020 0.553  0.02
78 H -4.640 2.657 1.743  0.37
79 H -3.099 0.126 1.862  -0.25
80 H -4.806 0.041 2.336  0.42
81 H -3.530 0.700 4.019  0.28
82 C 1.206 -4.235 -1.216  -1.09
83 C 1.554 -3.560 -2.520  0.93
84 O 2.492 -4.393 -3.275  -0.61
85 H 0.629 -5.152 -1.370  0.40
86 H 0.484 -3.585 -0.707  0.07
87 H 2.093 -4.468 -0.636  0.33
88 H 2.130 -2.665 -2.296  -0.36
89 H 0.721 -3.340 -3.189  -0.01
90 H 2.600 -3.821 -4.041  0.31

Properties
Energy = -46247.8347 eV
SMILES string = CC(C)O.CC(C)O.OCCO.OCCO.OCCO.CCO.CCO.CCO.CCO

2.
The following is a quantum chemistry calculation of a 14-piece molecular cluster, C20H59BN2O17S overall, from the Open Molecules 2025 dataset.

Each line ends with the Mulliken charge.
Geometry (Å):
1 C 0.435 0.348 2.322  -0.51
2 N 0.434 1.735 1.804  0.21
3 C 0.798 2.738 2.814  -1.22
4 B -0.764 2.060 1.082  0.75
5 O -0.695 2.064 -0.290  -0.85
6 C -2.174 2.375 1.744  0.58
7 C -3.111 1.546 2.190  0.16
8 N -3.095 0.132 2.222  -0.49
9 C -3.186 -0.447 1.142  0.55
10 S -3.100 -1.287 -0.149  -0.34
11 C -4.288 2.334 2.693  0.40
12 O -5.387 1.971 2.927  -0.50
13 O -3.862 3.647 2.751  -0.29
14 C -2.741 3.745 1.951  0.37
15 O -2.369 4.770 1.473  -0.58
16 H -0.429 -0.223 1.972  0.21
17 H 0.516 0.301 3.406  0.43
18 H 1.311 -0.173 1.932  -0.16
19 H 0.458 3.728 2.507  0.43
20 H 1.887 2.805 2.878  0.34
21 H 0.435 2.479 3.814  0.36
22 H -1.595 2.084 -0.647  0.25
23 C 1.486 -0.135 -2.185  -0.70
24 O 1.826 -0.090 -0.794  0.41
25 H 2.246 -0.702 -2.697  0.11
26 H 0.521 -0.629 -2.327  0.23
27 H 1.440 0.870 -2.610  0.31
28 H 1.140 0.424 -0.347  -0.20
29 C 4.319 -1.616 -2.758  -0.98
30 O 4.507 -1.427 -1.358  -0.52
31 H 5.054 -2.337 -3.110  0.30
32 H 3.323 -2.000 -2.956  0.48
33 H 4.465 -0.671 -3.287  0.40
34 H 3.857 -0.775 -1.059  0.30
35 C 7.200 0.288 -3.678  -0.42
36 O 6.883 1.523 -4.314  -0.48
37 H 6.980 -0.512 -4.382  0.21
38 H 8.256 0.237 -3.403  0.32
39 H 6.580 0.161 -2.787  0.10
40 H 7.052 2.231 -3.684  0.28
41 C 2.733 3.055 -0.985  -0.24
42 O 1.740 4.076 -0.925  -0.56
43 H 3.713 3.523 -0.935  0.38
44 H 2.625 2.364 -0.147  0.12
45 H 2.652 2.508 -1.926  0.00
46 H 0.891 3.624 -0.984  0.27
47 C -5.020 5.076 -1.312  -0.49
48 O -4.215 6.091 -0.734  -0.52
49 H -5.499 5.496 -2.193  0.28
50 H -4.417 4.215 -1.619  0.16
51 H -5.797 4.739 -0.617  0.25
52 H -3.794 5.716 0.047  0.29
53 C 3.142 -1.289 4.935  -0.47
54 O 1.717 -1.328 4.917  -0.45
55 H 3.456 -0.461 4.305  0.13
56 H 3.516 -1.130 5.950  0.36
57 H 3.563 -2.213 4.534  0.22
58 H 1.435 -2.063 5.468  0.26
59 C 1.860 -4.771 -1.294  -0.55
60 O 1.572 -3.527 -1.925  -0.50
61 H 1.609 -5.561 -1.997  0.29
62 H 2.922 -4.844 -1.042  0.31
63 H 1.265 -4.901 -0.388  0.14
64 H 1.797 -2.830 -1.298  0.26
65 C -3.949 -5.202 0.308  -0.60
66 O -3.297 -4.177 1.071  -0.44
67 H -3.387 -5.330 -0.613  0.21
68 H -3.945 -6.141 0.860  0.30
69 H -4.974 -4.922 0.064  0.26
70 H -3.789 -4.062 1.889  0.26
71 C -0.648 -6.938 0.524  -0.54
72 O -1.551 -6.739 1.602  -0.51
73 H -0.772 -7.961 0.176  0.31
74 H -0.862 -6.253 -0.302  0.19
75 H 0.388 -6.799 0.847  0.26
76 H -1.450 -5.829 1.900  0.29
77 C 4.747 3.799 -4.915  -0.51
78 O 5.048 3.900 -3.525  -0.47
79 H 5.525 3.188 -5.362  0.20
80 H 3.782 3.309 -5.070  0.24
81 H 4.736 4.779 -5.399  0.30
82 H 4.362 4.433 -3.112  0.26
83 C 4.545 -2.069 1.836  -0.75
84 O 3.573 -1.040 1.677  -0.39
85 H 5.106 -1.855 2.743  0.26
86 H 4.066 -3.048 1.941  0.34
87 H 5.233 -2.094 0.990  0.26
88 H 3.077 -1.227 0.872  0.05
89 C -6.013 7.091 1.952  -0.40
90 O -7.034 8.086 1.987  -0.55
91 H -5.375 7.247 2.819  0.24
92 H -6.448 6.088 2.012  0.20
93 H -5.415 7.176 1.043  0.25
94 H -7.600 7.954 1.222  0.29
95 C -8.226 -5.555 -0.950  -0.53
96 O -6.898 -6.002 -1.204  -0.46
97 H -8.173 -4.816 -0.155  0.21
98 H -8.664 -5.088 -1.836  0.27
99 H -8.865 -6.379 -0.623  0.26
100 H -6.936 -6.656 -1.907  0.28

Properties
Energy = -70991.2986 eV